# 1
9
Properties=species:S:1:pos:R:3:forces:R:3 method="wB97M-V/def2-TZVPD" homo_lumo_gap_ha="0.259 / 0.246" homo_ha="-0.2640 / -0.3387" e_lumo_ev="-0.1 / -2.5" multiplicity=3 fmax_ev_per_a=3.5 total_charge=0
C 0.7396 -1.1117 1.9007 -0.169 0.799 0.096
N 0.8642 -0.7570 0.6938 1.134 -0.785 0.168
N 0.0582 -0.3377 -0.3236 -2.233 -0.407 2.418
N 0.1461 -1.3308 3.9188 -2.330 0.620 -0.268
O -0.5657 -1.1731 4.8892 -0.536 -0.070 2.359
O -0.3826 -0.8456 2.7272 0.111 0.070 -1.621
P 1.6911 -1.8666 3.5549 1.626 0.150 -3.052
H 0.4224 -0.0061 -1.1559 2.227 0.133 -1.326
H -0.7983 0.2085 -0.2119 0.171 -0.508 1.225

# 2
11
Properties=species:S:1:pos:R:3:forces:R:3 method="wB97M-V/def2-TZVPD" homo_lumo_gap_ha="0.297 / 0.355" homo_ha="-0.3154 / -0.3994" e_lumo_ev="-0.5 / -1.2" fmax_ev_per_a=3.9 total_charge=0
C 1.3092 0.3634 0.5327 -0.653 2.849 -2.540
C 0.1160 -0.4142 0.0472 0.104 0.997 0.316
N -1.1599 0.2240 -0.0158 0.744 -2.262 0.688
O -1.2805 1.3902 0.2879 -0.372 0.938 -0.083
O -2.0852 -0.5858 -0.2471 -0.454 0.381 -0.191
O 0.0983 -1.7179 -0.0059 -1.323 -0.765 -0.649
H 1.5614 0.0379 1.5252 0.556 -0.140 0.287
H 0.9213 1.4928 0.5497 0.912 -2.541 0.295
H 2.1768 0.4179 -0.2501 -1.432 -0.670 1.683
H -0.7907 0.8233 -2.1899 0.188 -0.008 -0.317
H -0.8667 -2.0316 -0.2339 1.732 1.221 0.510

# 3
32
Properties=species:S:1:pos:R:3:forces:R:3 method="wB97M-V/def2-TZVPD" homo_lumo_gap_ha=0.303 homo_ha=-0.3001 e_lumo_ev=0.1 smiles=CN(C)CCCCS.O.O.O fmax_ev_per_a=3.3 total_charge=0
C -3.2267 -1.1578 -0.1901 2.290 -0.132 0.787
N -1.9264 -0.4033 -0.1998 -1.345 -1.605 -0.758
C -1.7449 0.3255 -1.4789 -0.716 2.209 2.008
C -1.7855 0.1490 1.0998 0.627 1.371 2.885
C -0.3465 -0.0395 1.6982 -1.177 -0.164 0.947
C 0.7379 0.6969 0.9636 1.065 1.146 0.378
C 0.7844 2.2761 1.2029 0.830 -2.461 -1.242
S 2.2463 2.9007 0.2780 -0.332 0.635 0.568
H -2.9863 -1.9921 0.5492 -1.225 1.145 -0.611
H -3.2787 -1.6618 -1.1463 -0.777 0.165 -0.319
H -4.0296 -0.4125 0.0842 0.233 -1.308 -0.389
H -1.5094 -0.3710 -2.2613 0.450 -0.207 -0.317
H -2.7122 0.8167 -1.7461 0.374 -0.186 -0.090
H -1.0220 1.2054 -1.3787 -0.585 -1.545 -0.233
H -2.5103 -0.2508 1.9791 1.277 0.284 -2.585
H -2.0301 1.2557 1.1708 0.288 -0.712 -0.339
H -0.0239 -1.0931 1.7752 -0.630 0.115 -0.398
H -0.4799 0.2415 2.7720 0.586 0.278 -0.611
H 0.6911 0.4738 -0.1160 -0.162 0.298 0.307
H 1.7371 0.3125 1.2735 -0.732 0.292 0.026
H -0.1048 2.7234 0.7925 -0.188 0.453 -0.118
H 0.8814 2.4683 2.2518 -0.046 0.267 0.533
H 3.1525 2.0729 0.8257 -0.147 0.031 0.114
O 0.2764 -3.4068 -1.4835 -1.307 -1.188 -0.238
H 0.5850 -2.5170 -1.6231 0.904 -0.131 0.502
H 0.8225 -4.0936 -1.0692 0.341 1.324 -0.245
O 3.4196 -0.8215 0.2739 -0.047 0.592 0.714
H 2.6357 -0.9837 -0.2671 0.759 -0.386 -0.210
H 4.2565 -1.1773 -0.0393 -0.571 -0.278 -0.565
O 2.3237 1.1396 -2.0866 -0.420 0.040 -0.609
H 2.3075 0.3302 -2.5974 0.216 -0.245 -0.128
H 2.8595 0.9938 -1.3070 0.167 -0.098 0.238

# 4
15
Properties=species:S:1:pos:R:3:forces:R:3 method="wB97M-V/def2-TZVPD" homo_lumo_gap_ha=0.419 homo_ha=-0.5361 e_lumo_ev=-3.2 smiles=NC[NH2+]CN fmax_ev_per_a=3.3 total_charge=+1
N -2.2818 -0.8462 -0.2966 -0.111 2.643 -1.912
C -1.3224 -0.0052 0.3272 0.317 1.220 1.300
N 0.1378 -0.4199 -0.0328 -0.629 0.644 1.057
C 1.2887 0.5890 0.3113 -0.245 -1.915 2.019
N 2.1056 0.5852 -0.8691 2.215 -0.804 0.150
H -2.7684 -1.5568 0.1771 -0.055 -0.927 1.293
H -3.0037 -0.1971 -0.6539 0.517 -0.942 -0.211
H -1.3434 1.0700 -0.0685 -0.405 -1.599 0.659
H -1.4095 -0.0173 1.4593 0.539 0.226 -1.254
H 0.1462 -0.5301 -1.0499 0.124 -0.349 0.046
H 0.2779 -1.3016 0.4692 0.319 0.016 -0.639
H 0.8307 1.5735 0.6412 0.639 -1.059 -0.996
H 1.8150 0.1414 1.2552 -1.075 0.758 -1.486
H 2.6770 -0.3549 -1.0224 -1.728 2.389 0.744
H 2.8504 1.2699 -0.6473 -0.421 -0.301 -0.771

# 5
19
Properties=species:S:1:pos:R:3:forces:R:3 method="wB97M-V/def2-TZVPD" homo_lumo_gap_ha=0.271 homo_ha=-0.2458 e_lumo_ev=0.7 smiles="C/C(N)=C/N.O.O" fmax_ev_per_a=6.5 total_charge=0
C -0.9557 -1.4408 1.1579 -0.621 -1.643 -2.325
C -0.1223 -0.9337 -0.0730 3.002 1.842 0.981
N 0.0918 0.5150 -0.2936 -6.436 0.290 1.026
C 0.8981 -1.6560 -0.6567 -0.483 1.652 -1.306
N 1.5874 -1.2168 -1.8874 -1.361 2.549 2.706
H -0.4103 -2.3613 1.5975 -1.034 1.446 -0.585
H -1.0832 -0.6413 1.8619 0.008 0.232 0.543
H -2.0631 -1.7873 0.7869 2.726 0.743 0.937
H 0.9616 0.9726 -0.3286 1.272 -0.303 0.120
H -0.7265 1.2340 0.0420 2.862 -2.692 -1.422
H 1.5408 -2.2810 -0.0546 -0.637 -1.195 -0.273
H 1.1636 -0.4627 -2.4624 0.120 -1.027 1.014
H 1.8661 -1.9655 -2.4141 0.774 -2.057 -1.494
O 1.0996 1.3878 2.4661 -0.010 0.940 0.702
H 1.3184 0.4663 2.3284 0.141 -0.198 0.233
H 1.3773 1.6736 3.3629 -0.141 -0.690 -0.907
O -2.2452 2.2515 -1.1226 -2.284 1.419 -0.892
H -2.3402 2.5837 -2.0673 0.305 -0.692 1.763
H -3.1157 2.5501 -0.7034 1.796 -0.614 -0.820

# 6
16
Properties=species:S:1:pos:R:3:forces:R:3 method="wB97M-V/def2-TZVPD" homo_lumo_gap_ha="0.213 / 0.214" homo_ha="-0.1580 / -0.1582" e_lumo_ev="1.5 / 1.5" fmax_ev_per_a=3.6 total_charge=-1
C -1.8138 -0.3756 -0.3517 0.560 0.175 -0.625
C -1.3133 0.7454 -0.9357 -0.013 -0.717 2.667
C -0.0236 -0.2011 1.3065 -1.046 0.493 -0.731
C -1.2482 -0.8527 0.8873 0.316 -0.083 -0.507
C -0.3998 1.5624 -0.2338 0.270 -0.388 -1.064
C 0.3139 1.0274 0.7800 0.055 0.773 1.436
N -1.6945 -1.8988 1.4526 -0.405 -1.044 1.091
O 2.3973 -2.5269 -0.6329 -0.485 1.993 -0.420
O 2.9022 -0.0729 -0.3160 -0.745 -1.203 -0.703
F 0.8640 -0.6558 -1.7373 0.811 -0.461 -0.029
S 1.8948 -1.1539 -0.3707 0.821 -0.790 0.915
Cl 0.0812 3.0986 -0.7873 -0.418 0.404 -0.669
Cl 1.5234 1.9574 1.5674 0.430 0.150 0.449
H -2.4494 -1.0630 -0.9265 0.091 0.435 0.490
H -1.4647 0.8418 -1.9223 -0.822 1.214 -3.342
H 0.4304 -0.4323 2.2203 0.580 -0.952 1.041

In the order shown, the computed energy relative to the best compared isomer or geometry (same formula, charge and spin) values come out to 21.1; 178.3; 44.7; 42.7; 79.4; 87.6 kcal per mole.